The following is a quantum chemistry calculation of a molecular structure, C3H3O2Pt, from the OMol25 dataset.

Last column: Löwdin spin population.
Element x y z (Å)
O  0.4437  0.5554  0.1526  0.4580
C  2.3179  0.0307  -0.8569  0.1515
O  3.0067  -0.8886  -0.6966  0.0947
Pt  2.0799  0.8443  0.8892  0.7175
C  -0.6534  -0.2152  0.2420  0.1316
C  -1.8955  0.2010  -0.0336  0.4114
H  -0.4270  -1.2868  0.3164  0.0016
H  -2.7228  -0.5031  0.0557  0.0186
H  -2.1494  1.2623  -0.0688  0.0151

Its HOMO-LUMO gap (spin up / spin down) is 8.3 / 6.9 eV. The value obtained for the relative energy (zero: lowest compared OMol25 entry of this formula, charge and spin) is 0.0 kcal/mol. The multiplicity is 3. As for the net charge: +1. For the strongest force on any atom, the calculation gives 8.63 eV/A. The HOMO energy (spin up / spin down) comes out at -0.519 / -0.544 Eh. Its expectation value of S² is 2.0363.